1.
67
Properties=species:S:1:pos:R:3:forces:R:3 method="wB97M-V/def2-TZVPD" de_lowest_kj_mol=367.0 orbital_gap_ev=4.0 spin_multiplicity=1
H -0.119 1.228 -6.319 0.4 -0.1 0.2
C 0.815 0.890 6.476 0.1 -0.2 0.5
H 1.336 0.419 -5.693 -0.4 0.0 0.1
H -0.091 -1.326 -6.636 -0.3 0.4 -0.1
H -1.560 -0.666 -5.844 0.4 -0.1 0.0
O 2.954 -0.457 7.701 -1.7 1.3 1.0
H -0.088 -2.166 1.771 -0.2 0.0 0.1
H 1.802 -3.328 -4.002 0.0 0.2 -0.3
C 1.821 -0.097 -0.948 1.4 -1.0 0.1
H -1.366 -0.866 -2.865 0.4 0.8 1.2
C 0.134 1.471 8.751 -0.3 0.1 -0.1
H 1.447 2.012 -1.080 -0.5 0.0 -0.2
H -2.153 2.533 6.432 0.0 -0.2 0.2
C -0.471 -0.813 -5.738 0.0 -0.4 -0.3
H 0.315 1.479 9.816 0.0 0.0 0.0
C -0.028 -2.600 -1.335 0.7 -0.1 0.8
C 1.202 2.715 -4.106 0.2 0.4 0.1
H -1.909 2.875 -3.476 0.0 -0.1 -0.2
H -2.422 1.369 -4.292 0.2 0.2 0.0
N -1.928 2.800 9.091 -1.8 1.5 1.8
C -1.141 -0.331 -1.893 -1.4 0.9 -1.5
H 1.361 3.274 -3.178 -0.1 -0.2 -0.2
C -0.738 1.363 4.504 0.1 -0.1 -2.0
C 1.280 -2.492 -1.615 -0.3 -0.3 -0.7
P -0.153 -1.927 -4.313 0.3 0.4 0.1
C 0.248 0.528 -5.546 0.1 0.0 -0.3
C 1.042 0.857 7.878 -1.8 0.9 -1.1
H 1.953 -3.343 -1.722 -0.5 -0.2 -0.1
H 2.874 0.204 -0.785 -0.3 -0.2 0.1
H 2.234 -1.774 -4.769 -0.3 -0.3 0.0
C 1.086 1.042 -1.429 -1.1 2.2 0.7
H 0.229 -1.120 3.157 -0.3 -0.2 -0.1
H -0.538 -3.570 -1.341 0.4 0.2 0.5
N 2.159 0.144 8.451 2.5 -1.5 1.3
H -1.618 2.672 -5.233 -0.2 -0.1 0.2
H 0.882 3.404 -4.899 0.1 -0.2 0.1
H -2.351 -2.828 -4.681 0.3 -0.2 0.0
C -1.658 2.157 -4.264 -0.1 0.5 -0.3
H 1.081 -0.815 -2.854 0.7 -0.3 0.7
C -0.386 1.413 5.969 0.3 0.3 0.9
C -1.355 -3.267 -4.509 0.0 -0.5 -0.6
H -2.155 0.059 -1.671 0.4 0.4 0.3
H -1.826 -1.859 -0.579 0.2 0.4 0.0
C -1.278 2.043 6.846 0.1 -0.1 0.5
H 1.446 -3.061 -5.748 0.2 0.0 0.2
H -1.360 -1.958 3.012 0.3 -0.2 0.1
C 1.786 -1.170 -2.056 0.7 0.4 0.5
O -2.005 1.422 4.194 1.4 0.3 1.4
H 1.486 -0.512 0.022 0.1 -0.2 -0.3
C -0.178 0.935 -2.153 -0.1 -0.6 3.0
H -0.766 1.845 -1.872 0.2 -0.4 -0.4
H -1.378 -3.848 -3.576 0.0 0.1 -0.4
H -1.077 -3.916 -5.352 -0.4 -0.1 0.2
H 2.770 -1.202 -2.535 0.0 -0.3 0.1
Sr -1.759 0.701 2.031 0.9 -0.3 -0.9
H -0.479 -0.955 0.084 0.2 -0.6 -0.5
C -0.850 -1.414 -0.850 -0.5 -0.1 -0.6
H 1.571 0.517 5.788 -0.2 -0.2 0.2
O 0.163 1.234 3.607 -1.6 0.7 2.0
C -1.018 2.083 8.233 1.2 -0.7 -1.7
C -0.556 -1.444 2.453 -0.1 -0.1 0.0
C 1.495 -2.591 -4.756 -0.2 -0.4 -0.5
O -1.697 2.844 10.318 -0.2 -0.3 -2.3
O -2.910 3.367 8.564 1.9 -1.2 0.8
H 2.152 2.252 -4.409 -0.3 0.1 0.2
P -0.037 1.425 -3.923 -0.6 -0.7 -2.2
O 2.282 0.140 9.697 -0.5 0.2 -2.3



2.
105
Properties=species:S:1:pos:R:3:forces:R:3 method="wB97M-V/def2-TZVPD" orbital_gap_ev=0.9 spin_multiplicity=1
H -7.346 -4.015 0.313 0.1 0.1 0.2
H -7.028 1.418 1.818 0.8 0.4 -0.1
H 2.699 -1.057 -1.713 -0.2 -0.3 -0.4
H 1.601 -0.747 -5.942 0.0 0.2 0.0
O 9.483 -4.482 -2.353 0.0 -0.2 -0.7
H -7.564 -3.131 3.231 0.0 0.7 0.2
N -5.945 4.600 2.020 0.5 -0.4 0.2
H 0.280 -1.536 -1.983 0.5 0.2 0.0
H 4.157 -1.257 1.812 0.1 -0.2 0.0
N -1.639 1.788 5.328 0.9 1.4 -2.6
C -0.106 0.149 -3.892 1.3 0.4 -0.8
H -2.670 1.719 5.312 0.4 0.0 0.2
H -1.055 -0.864 -1.022 -1.0 0.0 0.0
H 4.819 -4.497 2.338 0.1 0.1 -0.2
H -2.511 5.611 2.472 2.4 -2.2 -1.1
H 5.843 -2.859 -1.109 -0.1 0.0 0.2
H -5.370 0.133 0.737 0.7 1.1 0.8
H -8.473 -2.786 0.921 0.2 0.0 0.1
N 0.581 1.277 1.758 -0.1 0.5 0.3
H 8.331 -5.202 2.785 -0.1 0.0 -0.1
C -3.961 1.720 0.050 -0.5 -1.3 0.2
H -3.153 6.392 0.882 1.1 -0.6 -0.3
H -1.797 3.194 -7.383 0.2 0.2 0.0
H -1.844 1.576 -0.645 -0.5 0.1 1.4
C 4.300 -0.810 -0.284 -0.1 -0.2 0.2
F -7.779 0.202 3.060 0.3 0.4 -0.2
F 2.072 -1.447 -3.121 0.6 -2.2 0.1
H -5.904 4.608 0.998 -0.3 0.0 0.5
H -4.390 0.789 2.120 -0.6 0.5 -1.0
F -1.099 6.687 1.207 -1.9 -1.6 0.8
O 7.967 -5.598 -1.186 -0.5 -0.3 0.0
C -2.317 2.870 3.172 0.2 -1.1 0.7
C -7.879 -3.660 1.200 -0.8 -0.3 -0.1
H -4.924 3.027 3.124 -1.1 0.1 -0.8
C -6.914 -3.343 2.362 -0.6 -0.7 -1.4
H -0.575 1.177 -6.908 -0.2 -0.2 0.2
C -2.416 1.523 0.350 0.6 0.8 -0.9
Ca -3.378 7.103 2.773 -2.4 3.6 2.2
C 5.323 -3.530 2.269 0.2 0.3 -0.1
O -0.747 0.362 -5.056 -0.6 -0.1 0.4
C -2.241 5.806 1.357 0.5 -0.6 -2.8
H 7.039 -2.848 0.185 0.0 -0.2 0.0
H -3.136 2.069 3.205 1.1 1.1 -0.3
C -2.038 4.509 0.469 0.6 0.9 -0.3
H -6.515 2.593 0.478 0.6 -0.6 0.9
C 7.394 -5.032 2.248 0.2 0.1 -0.2
C 6.794 -3.686 2.655 0.0 -0.4 0.2
H -6.474 -4.322 2.645 0.6 0.1 0.2
H -4.286 2.788 -0.129 0.8 -1.0 0.2
C 0.905 -0.357 -6.688 0.2 -0.2 0.1
O 1.059 0.278 -3.674 -1.5 2.4 -0.6
H 0.577 2.885 0.346 -0.6 -0.1 1.4
O -6.086 -2.384 1.959 0.8 0.2 0.6
C 4.854 -1.439 0.988 0.1 -0.1 -0.3
H -1.209 4.599 -7.929 0.4 0.2 0.7
C -6.173 2.075 1.429 0.5 -0.5 0.9
C -4.920 1.094 1.167 -1.4 0.1 -1.0
C 3.009 -1.471 -0.744 0.5 0.2 0.5
N 5.022 -2.953 0.868 -0.4 -0.1 0.4
Li -0.478 -1.398 0.774 0.2 -0.2 -0.5
C -0.323 -0.640 -1.800 0.8 -0.4 0.3
H 1.479 -0.036 -7.559 -0.1 0.0 0.0
H 3.806 -3.227 -1.702 -0.2 0.1 0.0
H 6.717 -5.855 2.491 0.0 0.1 0.1
C 3.161 -2.976 -0.857 0.0 0.2 0.0
C 0.205 2.675 1.407 0.1 0.2 -0.6
H -0.501 3.876 -6.646 0.8 2.0 0.8
H -8.579 -4.450 1.500 0.0 0.0 0.0
H 5.042 -0.848 -1.086 -0.1 0.0 0.0
H 2.203 -1.237 -0.025 -0.2 0.1 0.4
C 0.090 0.793 -6.129 0.5 0.0 -0.4
H 3.871 -4.653 0.314 0.1 0.1 0.2
H 0.251 -1.183 -6.976 0.0 0.1 -0.1
H -0.187 0.615 1.609 0.3 0.8 0.5
C 3.698 -3.581 0.430 0.2 0.2 -0.3
F 0.144 5.531 -5.874 -0.8 -1.7 -0.8
H -6.820 5.045 2.314 0.5 -0.3 -0.3
C 6.098 -3.284 -0.141 -0.4 0.1 0.2
H -2.798 3.824 3.553 0.7 -0.7 -0.7
H 7.623 -5.082 1.185 0.0 -0.1 0.1
H -2.148 0.513 0.798 -0.7 1.2 -0.2
H -0.110 2.500 4.119 -1.3 0.2 0.0
H 2.189 -3.425 -1.081 0.1 -0.1 0.0
O 9.180 -3.930 -0.390 -0.1 0.5 1.0
P -1.689 2.925 1.407 0.0 -0.2 -0.3
H 6.157 -4.367 -0.234 0.2 0.1 0.0
H 0.690 3.432 2.112 -0.7 -1.1 -1.0
H -6.729 3.117 3.316 1.3 -0.2 -1.0
H -4.177 1.144 -0.915 0.4 1.0 1.2
H -2.903 4.412 -0.268 1.0 -0.1 1.2
H 6.838 -3.647 3.748 -0.2 0.2 -0.1
H 5.828 -1.022 1.250 0.0 -0.2 0.1
C -5.886 3.179 2.544 -1.3 0.1 0.2
C -1.223 2.390 4.246 -1.6 -1.2 1.5
O -0.994 -0.284 -2.977 -1.0 0.0 0.5
H 0.310 0.179 -1.443 0.2 -0.2 -0.1
H -1.120 4.708 -0.189 -1.2 -0.3 0.9
H 2.988 -3.424 1.249 0.2 0.0 0.1
H 4.831 -2.865 2.982 -0.1 0.0 -0.2
C 8.829 -4.721 -1.303 0.4 0.1 -0.3
H 4.110 0.251 -0.102 0.2 -0.1 0.1
H 0.728 1.624 -5.810 0.0 -0.2 0.2
O -0.997 3.739 -7.511 -0.5 -0.8 -0.6
H 7.409 -2.854 2.302 -0.1 0.0 0.0
H 0.941 1.206 2.717 -0.5 -0.1 -0.6



3.
19
Properties=species:S:1:pos:R:3:forces:R:3 method="wB97M-V/def2-TZVPD" de_lowest_kj_mol=644.4 orbital_gap_ev=8.0 spin_multiplicity=1
C 0.288 0.906 -1.938 0.1 0.1 -0.2
H -0.384 1.895 0.167 0.0 -0.3 -0.2
H -2.319 0.941 -1.236 -0.1 -0.1 0.1
C -1.917 0.362 -0.403 0.1 0.0 -0.1
H 0.091 0.007 -2.538 -0.1 0.1 0.4
H 0.451 0.256 -0.428 0.4 -0.2 -0.3
C 1.570 -0.201 1.442 0.2 0.0 0.0
C 0.183 -0.028 0.916 0.1 -0.1 0.3
C -0.530 0.834 -0.044 0.0 -0.1 0.3
H -1.885 -0.700 -0.663 0.0 0.2 0.0
H 1.779 -0.118 2.518 -0.3 0.0 -0.4
H 1.351 1.164 -2.042 -0.2 0.0 0.4
C 0.738 -1.386 0.952 0.2 0.1 -0.3
H -0.360 -1.929 2.416 0.0 -0.1 0.0
H -2.567 0.464 0.476 0.2 0.1 -0.2
H 2.442 0.046 0.829 -0.1 0.0 0.1
O 0.272 -2.371 1.836 -0.3 0.2 0.1
H 1.104 -1.882 0.045 -0.1 0.2 0.2
H -0.307 1.740 -2.306 0.0 -0.1 0.1



4.
8
Properties=species:S:1:pos:R:3:forces:R:3 method="wB97M-V/def2-TZVPD" de_lowest_kj_mol=358.9 orbital_gap_ev="8.2 / 8.2" spin_multiplicity=1
C -0.242 0.777 0.763 0.6 -1.0 0.1
C 0.187 -0.099 -0.331 2.6 1.7 -3.5
N -0.741 -0.624 0.489 0.0 -1.7 3.1
H -0.378 -1.159 1.388 -0.9 0.6 -2.8
O 0.855 -1.245 -2.627 0.0 -1.8 -1.5
H -0.925 1.555 0.577 -0.7 0.8 -0.1
H 0.318 0.774 1.698 0.2 0.6 -0.5
S 0.925 0.022 -1.958 -1.8 0.7 5.3



5.
16
Properties=species:S:1:pos:R:3:forces:R:3 method="wB97M-V/def2-TZVPD" orbital_gap_ev=5.9 spin_multiplicity=1 total_charge=-1
O -2.097 -2.706 -0.908 -0.5 0.0 -0.4
O 2.288 -1.779 1.822 -0.4 -0.2 -0.1
O -0.822 -1.124 -1.439 0.3 -1.1 0.0
H 1.916 -2.269 2.559 0.2 0.0 0.1
H -0.177 4.515 -0.344 0.0 0.0 0.1
Cl -1.567 4.460 1.558 0.0 0.0 -0.1
N -1.769 -1.599 -0.603 0.5 0.4 0.2
C -1.015 3.888 -0.058 0.0 -0.2 0.1
O 1.560 -2.917 -0.132 0.0 0.0 0.0
H 0.830 -2.911 -0.765 0.1 0.0 -0.1
B 1.396 -1.853 0.734 -0.2 -0.1 0.2
H -1.844 4.029 -0.743 0.0 0.0 0.1
H 1.129 -0.685 -1.339 -0.1 -0.1 -0.1
O 0.405 -0.933 0.587 0.8 0.2 -0.2
C 0.274 -0.332 -0.746 -0.8 0.6 0.5
Cl -0.501 2.173 -0.127 -0.1 0.4 -0.3



6.
80
Properties=species:S:1:pos:R:3:forces:R:3 method="wB97M-V/def2-TZVPD" de_lowest_kj_mol=118.9 orbital_gap_ev=7.0 spin_multiplicity=1 total_charge=+1
C -2.434 2.815 -3.223 0.0 0.0 0.0
C -1.558 -2.123 0.752 0.1 0.0 -0.1
H -0.816 6.315 1.639 0.0 0.0 0.0
C 2.496 0.321 -0.213 -0.1 -0.1 -0.1
N -2.002 4.921 0.695 0.0 -0.2 0.0
C -0.466 3.535 -2.053 0.1 0.2 0.1
C 3.091 1.513 0.194 -0.1 0.0 0.0
N 0.685 -0.647 -4.455 0.0 0.3 -0.9
H 4.427 -2.503 2.948 0.1 0.0 0.0
C 4.311 1.519 0.866 0.0 0.1 0.0
O 0.339 -2.983 -3.441 -0.1 -0.3 0.1
H 5.945 -1.596 2.850 0.0 -0.1 0.0
O 1.363 -0.505 -3.321 0.4 0.0 -1.5
Ta -0.215 -0.903 -2.116 -0.2 1.8 2.3
H 2.650 -1.803 -0.247 0.1 -0.1 0.0
H -3.311 3.045 -3.816 0.0 0.0 0.0
C 4.366 -0.910 0.685 0.0 -0.1 0.0
C -1.009 1.162 -2.167 0.1 -0.3 0.1
C -2.143 1.494 -2.911 -0.1 -0.1 0.1
C -1.819 -1.335 2.972 -0.1 0.0 0.1
C 6.489 -2.115 0.181 0.0 0.0 0.0
H -0.073 4.727 3.434 0.0 0.0 -0.1
C -5.407 -2.355 -1.223 0.0 -0.1 -0.1
N 0.782 -2.456 -1.106 0.6 -0.7 0.4
H -0.498 2.643 4.562 0.0 0.0 -0.1
C -1.202 3.100 2.579 -0.1 -0.1 0.0
O -1.891 -1.594 -2.051 -2.0 -0.9 -0.3
C -1.593 3.837 -2.798 0.0 0.1 0.0
C -0.807 2.152 3.644 -0.1 0.1 -0.1
N 1.275 0.512 -0.895 0.2 -0.5 -0.2
H -1.676 -2.892 -0.001 0.0 0.1 0.1
C -6.338 -0.592 0.131 0.0 0.1 0.0
H 0.200 4.326 -1.723 -0.1 0.0 0.0
C 0.994 1.787 -1.016 0.2 0.1 0.0
O 1.193 -0.756 -5.511 -0.4 0.2 0.9
H -0.605 0.366 4.635 0.1 0.0 -0.1
H -5.032 1.051 0.570 0.0 0.0 -0.1
C -6.462 -1.812 -0.518 -0.1 0.0 0.0
C 4.929 0.312 1.099 0.1 0.0 0.1
C -3.086 -2.315 -1.998 0.0 0.2 -0.1
C -0.835 0.820 3.675 0.0 -0.1 -0.1
O -0.589 -0.636 -4.219 1.2 -0.3 -0.2
C -5.141 0.106 0.052 0.0 0.0 0.1
N -0.893 -1.018 0.397 0.1 0.4 -0.6
H 6.343 -1.905 -0.883 0.0 0.0 0.1
H 4.976 -4.323 0.527 0.0 0.0 0.0
H 7.118 -1.326 0.599 0.0 0.0 0.0
C 5.376 -2.420 2.412 0.0 0.0 0.0
Br -8.094 -2.755 -0.424 0.0 0.0 0.0
C -2.043 -2.318 2.023 -0.1 0.0 0.2
H 5.880 0.313 1.617 0.0 0.0 -0.1
C -1.158 5.284 1.658 0.0 0.0 -0.1
H -2.183 -1.455 3.986 0.0 0.0 0.0
C 5.137 -2.211 0.909 0.0 0.1 0.0
H 4.210 -3.330 -0.717 0.0 0.0 0.1
C -0.736 4.407 2.640 0.1 0.1 0.1
S 0.864 -3.511 -2.155 0.0 0.0 -0.1
H 7.032 -3.060 0.274 0.0 0.1 0.0
C -0.681 -0.076 1.314 0.0 0.2 -0.1
C -4.209 -1.648 -1.298 0.2 0.2 0.1
C -1.131 -0.178 2.624 -0.1 0.0 0.2
C 3.140 -0.894 0.047 -0.2 0.2 0.0
H -0.115 0.792 0.996 -0.2 -0.1 0.1
H -5.494 -3.317 -1.712 0.0 0.1 0.0
C -0.192 2.209 -1.745 0.0 0.0 0.1
C 4.382 -3.422 0.361 -0.1 0.0 0.0
S 2.115 2.858 -0.293 0.0 0.1 0.0
H -2.572 -3.230 2.270 0.0 0.1 0.0
H -1.813 4.866 -3.054 0.0 -0.1 0.0
H 5.944 -3.340 2.573 0.0 0.1 0.0
C -2.411 3.653 0.735 0.1 0.0 0.1
H 3.418 -3.557 0.864 0.1 0.0 -0.1
H -2.810 0.713 -3.266 0.0 0.1 0.0
H -7.175 -0.193 0.690 0.0 0.0 0.0
H -3.117 3.350 -0.037 0.1 0.0 0.1
C -4.078 -0.411 -0.670 0.1 0.0 0.0
H -3.151 0.140 -0.734 0.0 0.0 0.0
O -3.118 -3.407 -2.460 0.2 -0.3 -0.1
N -2.052 2.721 1.613 0.0 0.0 -0.1
H 4.767 2.449 1.180 0.0 -0.1 0.0



The records above give, respectively, E_tot values of -2132.66658, -3272.63896, -310.81383, -606.05066, -1455.40457, -5558.33832 Ha.